One molecule with the formula C3H6O2S2, computed with ωB97M-V with the def2-TZVPD basis set.

Calculated values
LUMO level in Eh: 0.01200
E_tot in eV: -28969.031
Energy above the lowest of the compared OMol25 structures with the same formula, charge and spin in kJ/mol: 507.7
Structure (SMILES): C=[S@@](=O)(O)[C@H]1CS1

Cartesian coordinates (Å):
1 C -0.6026 2.3595 -0.0475
2 S -0.0044 0.8125 -0.1756
3 O 0.7429 0.6712 -1.4367
4 O 1.1028 0.7497 1.0077
5 C -0.8060 -0.8306 0.1098
6 C -0.2642 -1.8410 -0.8184
7 S 0.1955 -1.9989 0.8874
8 H -0.3140 2.7827 -1.0419
9 H -1.6502 2.3697 0.2960
10 H 0.7849 1.0058 1.8688
11 H -1.9022 -0.6205 0.4210
12 H 0.2997 -1.4678 -1.6251
13 H -0.8844 -2.6285 -1.1185

These are the Löwdin partial charges, in e, on atoms 1 to 6: atom 1 (C): -0.25, atom 2 (S): 0.72, atom 3 (O): -0.36, atom 4 (O): -0.26, atom 5 (C): -0.70, atom 6 (C): -0.43

***

One molecule with the formula C5H7N, computed with ωB97M-V with the def2-TZVPD basis set.

Calculated values
LUMO level in Eh: 0.03592
E_tot in eV: -6786.045
Energy above the lowest of the compared OMol25 structures with the same formula, charge and spin in kJ/mol: 238.1
Structure (SMILES): C#C/C=C\CN

Cartesian coordinates (Å):
1 C 0.1235 2.1065 -1.8764
2 C -0.5508 1.4448 -1.1306
3 C -1.3501 0.6391 -0.2521
4 C -0.8545 -0.2157 0.6385
5 C 0.5930 -0.4738 0.8392
6 N 0.8179 -1.9226 0.7333
7 H 0.6819 2.7523 -2.5322
8 H -2.4271 0.7820 -0.3437
9 H -1.5259 -0.7970 1.2531
10 H 1.1662 0.1478 0.1435
11 H 0.8923 -0.1434 1.8513
12 H 0.6314 -2.2015 -0.2389
13 H 1.8022 -2.1185 0.9150

These are the Löwdin partial charges, in e, on atoms 1 to 6: atom 1 (C): 0.11, atom 2 (C): -0.16, atom 3 (C): -0.13, atom 4 (C): -0.12, atom 5 (C): -0.30, atom 6 (N): -0.01

***

One molecule with the formula C2H6N2, computed with ωB97M-V with the def2-TZVPD basis set.

Calculated values
LUMO level in Eh: 0.03869
E_tot in eV: -5150.791
Energy above the lowest of the compared OMol25 structures with the same formula, charge and spin in kJ/mol: 108.9
Structure (SMILES): [H]/N=C\NC

Cartesian coordinates (Å):
1 H 0.7633 2.0304 0.1118
2 N 0.7623 1.4363 0.9392
3 C 0.4131 0.2614 0.6348
4 N -0.2152 -0.0642 -0.5904
5 C -0.6803 -1.4184 -0.7913
6 H 0.4948 -0.6107 1.2836
7 H -0.9672 0.5886 -0.7669
8 H 0.0800 -2.1738 -0.6144
9 H -1.5355 -1.7188 -0.1759
10 H -0.9658 -1.5279 -1.8331

These are the Löwdin partial charges, in e, on atoms 1 to 6: atom 1 (H): 0.04, atom 2 (N): 0.07, atom 3 (C): -0.33, atom 4 (N): -0.09, atom 5 (C): -0.14, atom 6 (H): 0.11